1.
{
  "formula": "C5H5NO",
  "method": "wB97M-V/def2-TZVPD",
  "symbols": ["C", "C", "C", "C", "N", "C", "O", "H", "H", "H", "H", "H"],
  "coordinates": [[0.636989, 2.291743, 0.361401], [0.534164, 1.089300, 0.371028], [0.384153, -0.351591, 0.146762], [1.594500, -1.181038, 0.137645], [2.619719, -1.699598, -0.023842], [-1.079045, -0.813722, 0.234141], [-1.690732, -0.331313, -0.945347], [0.822210, 3.345579, 0.322716], [0.545857, -0.607107, -0.982377], [-1.637540, -0.478286, 1.119689], [-1.110988, -1.899508, 0.198537], [-1.619283, 0.635546, -0.940355]],
  "forces_ev_per_angstrom": [[0.09, -0.78, 0.05], [0.49, 0.46, -0.42], [0.72, -0.54, -2.68], [1.30, -0.44, 2.14], [-1.15, 0.31, 0.15], [0.13, -0.42, 0.15], [-0.46, 0.15, 0.09], [-0.19, -0.23, 0.15], [-1.25, 1.73, 0.49], [0.52, 0.03, -0.05], [-0.10, -0.06, -0.05], [-0.11, -0.21, -0.02]],
  "lowdin_charge": [0.1441, -0.0913, -0.2804, -0.2163, 0.1480, -0.2156, -0.0608, 0.0389, 0.1865, 0.1301, 0.1264, 0.0903],
  "homo_energy_ev": -10.46,
  "relative_energy_kcal_mol": 87.2,
  "charge": 0,
  "fmax_ev_per_a": 2.8
}



2.
{
  "formula": "C5H5NO",
  "method": "wB97M-V/def2-TZVPD",
  "symbols": ["C", "C", "C", "O", "C", "C", "N", "H", "H", "H", "H", "H"],
  "coordinates": [[1.675027, -0.016397, 1.125070], [1.119710, 0.626864, 0.268247], [-0.061787, 0.900753, -0.551874], [0.173122, 0.914768, -1.940062], [-1.104397, -0.205404, -0.112806], [-0.656546, -1.174333, 0.881702], [-0.575623, -2.046616, 1.636664], [2.212836, -0.533218, 1.884656], [-0.472408, 1.886995, -0.315243], [0.838323, 0.244388, -2.147107], [-2.010000, 0.225766, 0.320859], [-1.406152, -0.800703, -0.976288]],
  "forces_ev_per_angstrom": [[0.54, 0.72, -0.35], [0.14, -0.49, 0.58], [-0.18, -0.11, 0.36], [0.08, -0.23, -0.04], [-0.15, 0.11, -0.17], [-0.65, -1.21, 0.64], [0.23, 0.78, -0.55], [0.07, 0.04, -0.03], [0.01, -0.18, -0.04], [-0.12, 0.10, 0.02], [0.05, 0.21, -0.24], [-0.01, 0.26, -0.18]],
  "lowdin_charge": [0.1285, -0.0776, -0.3786, -0.0193, -0.0916, -0.2747, 0.1558, 0.0523, 0.1474, 0.1044, 0.1260, 0.1275],
  "homo_energy_ev": -10.49,
  "relative_energy_kcal_mol": 67.8,
  "charge": 0,
  "fmax_ev_per_a": 1.5
}